Entry from the Open Molecules 2025 dataset: a cluster of 2 separate species, C3H2F2 in total (ωB97M-V/def2-TZVPD).

Geometry as XYZ:
```
7
Properties=species:S:1:pos:R:3:forces:R:3:lowdin_charge:R:1
C -0.2469 1.0583 0.0646 -0.534 -2.719 1.551 0.125
C 0.1421 -0.0202 0.6930 0.432 1.859 -1.139 0.058
C -0.4283 -0.5593 -0.5191 0.336 0.379 1.584 -0.222
F 2.6452 -0.3734 1.4590 -1.003 0.105 -0.215 -0.222
F -1.5665 -1.2812 -0.4460 0.536 0.617 -0.246 0.050
H -0.7952 1.9875 0.0464 0.441 0.052 -0.445 0.091
H 0.2497 -0.8117 -1.2978 -0.206 -0.292 -1.090 0.120
```
Positions in Å, forces in eV/Å.

Values from the calculation:
Highest occupied orbital energy (spin up / spin down): -0.34436 / -0.42843 Eh
Kohn-Sham gap (spin up / spin down): 6.26 / 9.65 eV
Charge: 0
Electronic energy: -8570.219 eV

Entry from the Open Molecules 2025 dataset: a structure of composition C3H2F2N2O3SSi (ωB97M-V/def2-TZVPD).

Geometry as XYZ:
```
14
Properties=species:S:1:pos:R:3:forces:R:3:lowdin_charge:R:1
O 2.8629 -0.1059 0.2061 -5.327 0.976 1.948 0.125
C 1.7248 0.1567 0.6480 5.309 -0.296 -0.733 -0.356
F 1.5629 0.1659 2.0922 -0.769 0.230 -3.909 0.036
N 0.6102 0.5655 -0.1528 0.039 -2.310 0.543 0.019
C 0.7897 0.5945 -1.5882 3.202 4.723 -3.835 -0.332
O 1.4386 1.5496 -2.1005 -3.231 -5.121 2.383 0.132
F 0.1664 -0.3183 -2.5206 1.153 1.700 3.468 0.029
Si -1.0189 0.2624 0.4700 -2.104 1.077 2.096 0.520
O -1.6162 1.6709 1.3083 0.768 -1.637 -2.379 -0.191
N -1.0635 -1.2172 1.5128 1.282 -3.414 -4.786 -0.012
C -0.8775 -2.2033 0.6744 -0.788 1.662 1.065 -0.764
S -0.7400 -3.3820 -0.4851 -0.233 2.850 3.073 0.687
H -1.9213 -0.0325 -0.6536 0.334 0.275 -0.171 0.037
H -1.9180 2.2938 0.5891 0.363 -0.717 1.237 0.068
```
Positions in Å, forces in eV/Å.

Values from the calculation:
Highest occupied orbital energy: -0.38618 Eh
Kohn-Sham gap: 9.74 eV
Charge: 0
Electronic energy: -36414.572 eV

Entry from the Open Molecules 2025 dataset: the molecule C3H2F2O (ωB97M-V/def2-TZVPD).

Geometry as XYZ:
```
8
Properties=species:S:1:pos:R:3:forces:R:3:lowdin_charge:R:1
C 0.2768 1.6650 0.0992 -0.554 5.534 -2.118 0.067
C 0.4378 0.5341 0.3395 1.386 -6.600 1.167 0.002
C 0.6492 -1.0833 0.6207 -0.926 5.003 -1.601 -0.626
O -0.3093 -1.7053 -0.1305 1.917 -1.433 0.044 0.097
F 1.9198 -1.4753 0.2879 -1.133 0.083 0.336 0.101
F 0.4657 -1.2088 1.9186 0.205 -0.958 0.776 0.141
H 0.1786 2.7120 -0.3393 0.109 -2.150 1.231 0.074
H 0.1887 -2.4765 -0.5054 -1.005 0.522 0.165 0.145
```
Positions in Å, forces in eV/Å.

Values from the calculation:
Highest occupied orbital energy: -0.40279 Eh
SMILES: C#CC(O)(F)F
Kohn-Sham gap: 11.73 eV
Charge: 0
Electronic energy: -10623.204 eV

Entry from the Open Molecules 2025 dataset: the molecule C3H2F2O (ωB97M-V/def2-TZVPD).

Geometry as XYZ:
```
8
Properties=species:S:1:pos:R:3:forces:R:3:lowdin_charge:R:1
O 1.8443 -0.7659 -0.0069 -0.182 1.034 -0.075 0.059
C 1.2691 0.3031 -0.0103 -0.796 -1.264 0.252 -0.185
C -0.2205 0.4101 0.0021 0.541 0.331 -0.227 -0.235
F -0.7030 1.6664 -0.0073 0.044 -0.134 0.020 0.072
C -1.0086 -0.6477 -0.0149 0.403 -1.220 0.298 -0.064
F -2.3249 -0.5752 -0.0046 -0.341 0.143 -0.059 0.080
H 1.7409 1.2819 0.0164 0.585 0.319 -0.073 0.125
H -0.5973 -1.6728 0.0256 -0.255 0.791 -0.137 0.149
```
Positions in Å, forces in eV/Å.

Values from the calculation:
Highest occupied orbital energy: -0.38211 Eh
SMILES: O=C/C(F)=C/F
Kohn-Sham gap: 10.25 eV
Charge: 0
Electronic energy: -10624.289 eV

Entry from the Open Molecules 2025 dataset: the molecule C3H2F3NO (ωB97M-V/def2-TZVPD).

Geometry as XYZ:
```
10
Properties=species:S:1:pos:R:3:forces:R:3:lowdin_charge:R:1
H 1.6681 -0.8088 -0.8858 -1.294 4.010 -0.573 0.148
N 1.3888 0.1934 -1.3062 1.380 -2.815 -0.793 0.169
C 0.3203 0.8185 -1.3814 1.822 -3.843 2.480 -0.556
F -0.1069 1.3920 -2.4588 -0.364 1.285 -0.186 0.179
O -0.5893 0.8834 -0.4049 -2.560 3.183 -2.977 0.081
C -0.8178 0.3287 0.7441 1.980 -1.755 1.979 -0.086
C -0.3628 -0.8546 1.1507 -0.165 0.220 0.290 -0.258
F -0.6518 -1.0347 2.4620 0.873 -1.661 -0.813 0.076
F 0.3086 -1.8394 0.4735 -1.394 1.261 1.673 0.088
H -1.1573 0.9216 1.6070 -0.278 0.114 -1.079 0.158
```
Positions in Å, forces in eV/Å.

Values from the calculation:
Highest occupied orbital energy: -0.35160 Eh
SMILES: [H]/N=C(/F)OC=C(F)F
Kohn-Sham gap: 10.18 eV
Charge: 0
Electronic energy: -14830.113 eV

Entry from the Open Molecules 2025 dataset: the molecule C3H2F3P3 (ωB97M-V/def2-TZVPD).

Geometry as XYZ:
```
11
Properties=species:S:1:pos:R:3:forces:R:3:lowdin_charge:R:1
F 2.5756 -0.2289 -0.4627 0.134 -0.048 -0.181 0.086
C 1.6544 -0.1636 0.5120 0.721 0.144 0.159 -0.718
F 2.0458 0.8368 1.3292 -0.187 0.048 0.062 0.124
F 1.7677 -1.2941 1.2254 -0.240 -0.172 0.040 0.129
C 0.2917 0.0621 -0.0421 -2.390 -0.383 0.879 -0.590
P 0.1335 0.7134 -1.6093 0.061 -0.185 0.529 0.714
P -1.9858 1.0588 -1.4472 0.247 0.087 0.424 0.298
P -2.4892 -0.0889 0.3148 0.384 -0.117 0.351 0.602
C -0.8938 -0.3135 0.8395 1.576 0.875 -2.086 -0.525
H -2.4405 0.2003 -2.4407 -0.246 -0.201 -0.426 -0.156
H -0.6594 -0.7824 1.7812 -0.060 -0.048 0.249 0.037
```
Positions in Å, forces in eV/Å.

Values from the calculation:
Highest occupied orbital energy: -0.33894 Eh
SMILES: FC(F)(F)C1=P[PH]#P=C1
Kohn-Sham gap: 7.97 eV
Charge: 0
Electronic energy: -39161.359 eV

Entry from the Open Molecules 2025 dataset: a cluster of 2 separate species, C3H2F4INO in total (ωB97M-V/def2-TZVPD).

Geometry as XYZ:
```
12
Properties=species:S:1:pos:R:3:forces:R:3:lowdin_charge:R:1
C 2.0061 -1.1621 -0.4061 1.605 0.669 -0.140 -0.464
C -0.4756 0.2629 0.1556 1.440 -1.079 0.770 -0.394
C -1.3940 1.3205 0.5892 -0.068 1.335 -1.041 -0.886
N 2.9638 -0.6418 -0.8575 2.127 2.904 -1.577 0.216
O 1.2858 -1.8946 0.1001 -1.867 -2.007 0.968 0.061
F -0.2967 0.3530 -1.1769 -0.028 0.547 -0.458 -0.061
F -0.7130 2.4662 0.7063 0.826 0.392 0.702 0.142
F -2.0582 1.0659 1.6794 -0.070 -0.235 2.294 0.104
F -2.3148 1.5978 -0.2925 -2.239 0.634 -2.301 0.124
I -1.9200 -1.5337 0.2946 -0.925 -0.419 0.010 1.233
H -0.4536 -2.1191 0.3686 0.508 -0.729 0.024 -0.211
H 3.3700 0.2852 -1.1608 -1.311 -2.014 0.750 0.137
```
Positions in Å, forces in eV/Å.

Values from the calculation:
Highest occupied orbital energy: -0.31913 Eh
Kohn-Sham gap: 8.48 eV
Charge: 0
Electronic energy: -25647.478 eV

Entry from the Open Molecules 2025 dataset: a cluster of 2 separate species, C3H2F4O in total (ωB97M-V/def2-TZVPD).

Geometry as XYZ:
```
10
Properties=species:S:1:pos:R:3:forces:R:3:lowdin_charge:R:1
C -0.1767 1.1811 1.1362 -1.015 -0.165 -1.050 -0.302
C -0.5292 0.3588 -0.0045 1.566 -0.683 -0.480 -0.087
C -0.6890 -1.9780 1.3139 0.879 -0.039 -1.716 -0.368
O -0.9378 1.6936 1.8978 -2.209 0.381 1.386 0.077
F -1.7718 0.1357 -0.3492 -0.502 0.337 -0.065 0.070
F -0.4775 -1.8264 2.6093 -0.438 -0.623 -0.820 0.155
F 0.3348 -2.6366 0.6852 -1.185 0.599 1.214 0.086
F -1.8478 -2.5577 0.9617 1.149 0.641 0.997 0.133
H 0.8062 1.4976 1.2594 2.678 -0.203 -0.401 0.096
H 0.2218 0.2733 -0.8401 -0.924 -0.246 0.935 0.140
```
Positions in Å, forces in eV/Å.

Values from the calculation:
Highest occupied orbital energy (spin up / spin down): -0.35558 / -0.37101 Eh
Kohn-Sham gap (spin up / spin down): 8.84 / 8.72 eV
Charge: 0
Electronic energy: -16056.660 eV

Entry from the Open Molecules 2025 dataset: a structure of composition C3H2F4O3S (ωB97M-V/def2-TZVPD).

Geometry as XYZ:
```
13
Properties=species:S:1:pos:R:3:forces:R:3:lowdin_charge:R:1
C 0.3461 -0.1045 -0.0612 -0.503 2.032 -1.963 -0.125
C -0.7730 -0.2228 -1.1052 2.021 -0.920 -0.347 -0.654
C 0.5291 -1.1117 0.9150 -1.398 -1.613 1.760 -0.219
O 0.3098 2.6877 -0.2392 0.203 0.415 -0.373 -0.203
O -0.8341 1.4969 1.6343 -0.048 0.698 -0.122 -0.217
O -1.4547 0.8831 -0.7120 -0.766 1.747 -1.017 -0.037
F 2.4072 0.4679 -1.0887 0.673 0.174 -0.350 0.094
F -0.3435 -0.3215 -2.4130 0.146 1.520 0.621 0.109
F -1.5289 -1.2965 -1.0496 -1.153 -1.082 1.110 0.167
F 1.2959 -0.7427 1.9867 0.420 0.177 -0.103 -0.001
S -0.2961 1.5488 0.3180 -0.398 -3.020 0.669 0.755
H 0.8867 -2.0831 0.5109 -0.304 0.548 0.151 0.160
H -0.5447 -1.2016 1.3040 1.107 -0.676 -0.036 0.170
```
Positions in Å, forces in eV/Å.

Values from the calculation:
Highest occupied orbital energy (spin up / spin down): -0.36848 / -0.46003 Eh
Kohn-Sham gap (spin up / spin down): 10.67 / 7.52 eV
Charge: 0
2S+1: 3
Electronic energy: -30983.977 eV

Entry from the Open Molecules 2025 dataset: a cluster of 2 separate species, C3H2F6O2S in total (ωB97M-V/def2-TZVPD).

Geometry as XYZ:
```
14
Properties=species:S:1:pos:R:3:forces:R:3:lowdin_charge:R:1
C -1.0999 0.4827 0.2818 -1.109 -1.931 -1.670 -0.168
C -1.8285 -0.6853 -0.4079 -1.922 3.342 -0.974 -0.560
C -0.3864 1.2998 -0.4474 0.510 1.659 1.341 -0.369
O 2.8469 0.8916 1.0822 -0.171 0.545 -0.307 -0.521
O 1.6205 -1.4223 0.7700 -2.623 3.420 -0.502 -0.402
F -1.2571 0.5016 1.5773 -0.384 0.706 1.102 0.160
F -1.7439 -1.7062 0.3407 1.224 -3.159 0.780 0.230
F -3.2024 -0.4879 -0.4784 0.767 0.693 0.063 0.108
F -1.4690 -0.7834 -1.7035 0.047 -1.324 0.999 0.157
F -0.0108 0.9779 -1.6334 0.378 1.244 -1.193 0.161
F 0.0571 2.4739 0.0086 0.079 -1.013 -0.660 0.164
S 2.3578 0.1124 -0.0483 -0.326 -2.552 2.388 0.945
H 0.6126 -1.0838 1.0907 4.199 -1.272 -1.333 0.098
H 3.5030 -0.5709 -0.4322 -0.670 -0.358 -0.033 -0.001
```
Positions in Å, forces in eV/Å.

Values from the calculation:
Highest occupied orbital energy: -0.38685 Eh
Kohn-Sham gap: 10.41 eV
Charge: 0
Electronic energy: -34374.592 eV

What did we get for relative energy (zero: lowest compared OMol25 entry of this formula, charge and spin)? Answer: 573.77, 0.00, 170.95, 66.33, 316.20, 0.00, 407.13, 327.75, 0.58, 122.47 kJ/mol, in the order shown.